This record from the Open Molecules 2025 dataset describes a molecular structure, C38H104N9O10Pd in a non-equilibrium geometry. The level of theory is wB97M-V/def2-TZVPD.

Computed properties:
**E_LUMO (spin up / spin down)**: -5.5 / -6.8 eV
**ΔE to the lowest compared entry with this formula, charge and spin**: 264.5 kcal/mol
**HOMO (spin up / spin down)**: -9.9 / -9.9 eV
**2S+1**: 3
**Total charge**: +1
**M**: 953.72 g mol⁻¹
**Gap between HOMO and LUMO (spin up / spin down)**: 4.3823 / 3.0904 eV

Last column: Löwdin spin population.
Geometry (Å):
Pd1 3.2048 1.3701 -4.8954  0.9874
C1 -0.0819 2.0024 1.1509  0.0074
C2 -0.0718 0.9068 -0.0006  0.1188
O1 0.7143 1.0309 -1.1021  0.7716
H1 0.7256 1.8806 1.8729  0.0032
H2 -1.0497 2.0253 1.6518  -0.0006
H3 0.0714 2.9868 0.7086  0.0001
H4 -1.1048 0.9349 -0.3472  0.0724
H5 -0.2461 -0.0758 0.4377  0.0275
C3 -4.4277 9.2063 0.9378  0.0000
C4 -5.1974 8.0109 1.5720  0.0000
C5 -6.6979 8.2591 1.9014  0.0000
O2 -7.0397 8.9447 3.1025  0.0000
C6 -7.0285 10.4032 3.0185  0.0000
N1 -5.0859 6.9049 0.6237  0.0000
H6 -3.3985 8.8977 0.7543  0.0000
H7 -4.5546 10.0392 1.6294  0.0000
H8 -4.9357 9.5129 0.0235  0.0000
H9 -4.7418 7.6059 2.4755  0.0000
H10 -6.9713 7.2420 2.1823  0.0000
H11 -7.2994 8.6033 1.0601  0.0000
H12 -7.4774 10.8948 3.8816  0.0000
H13 -7.5128 10.8352 2.1427  0.0000
H14 -5.9886 10.7288 3.0416  0.0000
H15 -4.1046 6.9255 0.3856  0.0000
H16 -5.5952 7.2976 -0.1551  0.0000
C7 -7.1928 1.0153 3.5248  0.0000
C8 -7.1217 -0.5194 3.5246  0.0000
C9 -7.8747 -1.1620 2.3940  0.0000
O3 -7.5471 -2.6069 2.3769  0.0000
C10 -8.4092 -3.4785 1.5624  0.0000
N2 -5.7265 -0.9108 3.4569  0.0000
H17 -6.5217 1.4660 4.2560  0.0000
H18 -8.2298 1.2667 3.7472  0.0000
H19 -6.8542 1.3486 2.5438  0.0000
H20 -7.5162 -1.0229 4.4071  0.0000
H21 -7.4528 -0.8286 1.4459  0.0000
H22 -8.9101 -0.8723 2.5730  0.0000
H23 -8.0755 -4.5088 1.4397  0.0000
H24 -8.3635 -3.0495 0.5614  0.0000
H25 -9.4497 -3.4157 1.8811  0.0000
H26 -5.7748 -1.8782 3.1709  0.0000
H27 -5.1804 -0.6463 2.6495  0.0000
C11 6.7414 2.8292 -0.5468  0.0000
C12 6.5025 4.2167 -1.1471  0.0001
C13 7.6662 5.2040 -0.9729  0.0001
O4 7.5483 6.2305 -1.9974  0.0000
C14 8.2496 7.3358 -1.5640  0.0000
N3 6.2732 3.9643 -2.5629  0.0006
H28 6.9943 2.8848 0.5120  0.0000
H29 7.5793 2.2314 -0.9056  0.0000
H30 5.8613 2.1883 -0.5987  0.0000
H31 5.5852 4.6247 -0.7226  0.0000
H32 8.6359 4.7430 -1.1610  0.0000
H33 7.6262 5.5989 0.0423  0.0000
H34 8.5171 7.9923 -2.3921  0.0000
H35 9.1988 7.1684 -1.0551  0.0000
H36 7.6538 8.0579 -1.0056  0.0000
H37 6.6638 4.8092 -2.9547  0.0000
H38 7.0756 3.4459 -2.8908  -0.0001
C15 4.3586 -4.4297 -3.0744  0.0000
C16 5.5121 -3.6374 -2.5224  0.0000
C17 6.7103 -4.5759 -2.1335  0.0000
O5 7.8456 -3.7967 -1.8283  0.0000
C18 9.1853 -4.4212 -1.7609  0.0000
N4 5.9481 -2.6519 -3.5042  -0.0001
H39 3.7511 -3.8753 -3.7898  0.0000
H40 3.6572 -4.7800 -2.3171  0.0000
H41 4.6373 -5.3337 -3.6158  0.0000
H42 5.0338 -3.0281 -1.7556  0.0000
H43 6.8142 -5.1105 -3.0777  0.0000
H44 6.3647 -5.1854 -1.2986  0.0000
H45 9.3834 -4.8321 -2.7509  0.0000
H46 9.3823 -5.2848 -1.1257  0.0000
H47 9.8890 -3.6219 -1.5289  0.0000
H48 6.4493 -3.1992 -4.1893  0.0000
H49 6.6522 -2.1569 -2.9756  0.0000
C19 -1.6028 1.6593 -8.5261  0.0007
C20 -0.4435 2.1722 -7.7384  0.0003
C21 -0.7549 3.3605 -6.9051  -0.0001
O6 0.3474 3.8288 -6.0733  -0.0005
C22 0.0677 4.8234 -5.1216  0.0000
N5 -0.0489 1.0309 -6.8703  0.0114
H50 -2.0555 2.3251 -9.2609  0.0002
H51 -2.3481 1.4414 -7.7612  0.0000
H52 -1.4067 0.7424 -9.0820  0.0000
H53 0.4316 2.3209 -8.3710  0.0000
H54 -1.6105 3.0874 -6.2874  0.0000
H55 -1.0789 4.1331 -7.6024  0.0000
H56 -0.7658 5.4581 -5.4226  0.0000
H57 0.9488 5.4548 -5.0071  0.0000
H58 -0.2479 4.4104 -4.1636  0.0000
H59 -0.2534 0.1673 -7.3524  -0.0001
H60 -0.8328 0.9132 -6.2445  -0.0002
C23 2.9059 6.0981 4.9035  0.0000
C24 1.7327 7.0628 4.8905  0.0000
C25 1.8550 8.1800 3.8425  0.0000
O7 2.1301 7.5480 2.5970  0.0000
C26 2.5275 8.4460 1.6145  0.0000
N6 0.5055 6.3484 4.8408  0.0000
H61 2.6699 5.2561 5.5542  0.0000
H62 3.8170 6.5897 5.2444  0.0000
H63 2.9195 5.6057 3.9311  0.0000
H64 1.6661 7.5985 5.8374  0.0000
H65 2.7812 8.6568 4.1633  0.0000
H66 0.9769 8.8242 3.8873  0.0000
H67 1.7240 9.1523 1.4057  0.0000
H68 2.7970 7.9770 0.6682  0.0000
H69 3.3801 9.0653 1.8932  0.0000
H70 0.6771 5.5479 5.4322  0.0000
H71 0.3264 6.1705 3.8629  0.0000
C27 -5.2721 -3.0137 -3.6860  0.0000
C28 -4.6261 -4.2537 -3.1952  0.0000
C29 -5.3273 -5.4742 -4.0039  0.0000
O8 -4.8284 -6.7120 -3.3027  0.0000
C30 -5.6744 -7.9010 -3.3900  0.0000
N7 -3.2314 -4.1025 -3.6768  0.0000
H72 -6.2592 -2.8819 -3.2430  0.0000
H73 -5.2894 -2.9163 -4.7715  0.0000
H74 -4.6566 -2.1496 -3.4360  0.0000
H75 -4.6408 -4.3870 -2.1135  0.0000
H76 -5.1372 -5.4880 -5.0771  0.0000
H77 -6.4087 -5.3965 -3.8914  0.0000
H78 -5.0928 -8.7395 -3.0070  0.0000
H79 -5.9107 -8.1958 -4.4125  0.0000
H80 -6.5749 -7.7328 -2.7993  0.0000
H81 -2.7616 -3.3255 -3.2344  0.0000
H82 -2.7135 -4.9358 -3.4370  0.0000
C31 4.7889 -2.5360 4.3071  0.0000
C32 5.5532 -3.7963 4.1300  0.0000
C33 4.6859 -4.8798 3.5529  0.0000
O9 5.2611 -6.1677 3.3991  0.0000
C34 4.2648 -7.0858 2.9190  0.0000
N8 6.6490 -3.5142 3.2216  0.0000
H83 5.4100 -1.6403 4.3165  0.0000
H84 4.1873 -2.5673 5.2155  0.0000
H85 4.0765 -2.2665 3.5274  0.0000
H86 6.0484 -4.0714 5.0612  0.0000
H87 4.3559 -4.5543 2.5664  0.0000
H88 3.7084 -4.9295 4.0327  0.0000
H89 3.9059 -6.7671 1.9403  0.0000
H90 3.5528 -7.4910 3.6380  0.0000
H91 4.8764 -7.9586 2.6907  0.0000
H92 7.1696 -4.3707 3.3466  0.0000
H93 6.2940 -3.6411 2.2846  0.0000
C35 -1.7069 -7.6666 2.7209  0.0000
C36 -2.5743 -8.7489 2.0902  0.0000
C37 -2.5830 -10.1792 2.6657  0.0000
O10 -1.3518 -10.8227 2.4980  0.0000
C38 -1.3451 -12.1593 2.9860  0.0000
N9 -3.8827 -8.1749 2.3306  0.0000
H94 -1.7524 -6.6737 2.2736  0.0000
H95 -0.6678 -7.9904 2.6619  0.0000
H96 -1.8210 -7.6207 3.8039  0.0000
H97 -2.2458 -8.8065 1.0525  0.0000
H98 -3.2497 -10.8928 2.1815  0.0000
H99 -2.8015 -10.1293 3.7324  0.0000
H100 -1.8209 -12.3659 3.9447  0.0000
H101 -0.2885 -12.4130 3.0706  0.0000
H102 -1.8697 -12.8693 2.3466  0.0000
H103 -3.8684 -7.8505 3.2869  0.0000
H104 -4.1423 -7.4252 1.7055  0.0000

This record from the Open Molecules 2025 dataset describes 12 unconnected molecules or ions with the total composition C38H106O44P10S2 in a non-equilibrium geometry. The level of theory is wB97M-V/def2-TZVPD.

Computed properties:
**E_LUMO**: 0.3 eV
**ΔE to the lowest compared entry with this formula, charge and spin**: 0.0 kcal/mol
**HOMO**: -9.8 eV
**2S+1**: 1
**Structure (SMILES)**: COP(=O)(OC)OC.COP(=O)(OC)OC.COP(=O)(OC)OC.COP(=O)(OC)OC.COP(=O)(OC)OC.COP(=O)(OC)OC.COP(=O)(OC)OC.COP(=O)(OC)OC.COP(=O)(OC)OC.COP(=O)(OC)OC.O=S1(=O)CCCC1.O=S1(=O)CCCC1
**M**: 1641.10 g mol⁻¹
**Gap between HOMO and LUMO**: 10.0766 eV

Last column: Löwdin charge in e.
Geometry (Å):
C1 3.2846 -4.0870 -5.1533  -0.0768
O1 3.6605 -3.7734 -3.8091  -0.2269
P1 4.3391 -4.8977 -2.9249  0.3473
O2 3.7521 -6.2480 -3.0747  -0.2306
O3 5.8901 -4.8165 -3.2885  -0.2295
C2 6.8691 -5.6506 -2.6560  -0.0767
O4 4.2663 -4.2984 -1.4623  -0.2290
C3 4.7998 -2.9539 -1.2459  -0.0402
H1 3.7554 -3.3375 -5.7936  0.0801
H2 2.2234 -3.8644 -5.2828  0.0893
H3 3.4952 -5.1040 -5.4684  0.0912
H4 7.5794 -5.9358 -3.4230  0.0905
H5 6.4054 -6.5136 -2.1756  0.0900
H6 7.3104 -5.0821 -1.8357  0.0836
H7 4.1968 -2.4491 -0.5004  0.0647
H8 4.8467 -2.4523 -2.2089  0.0618
H9 5.8242 -3.1441 -0.9221  0.0918
C4 4.2999 5.0234 -2.5728  -0.0796
O5 4.1003 4.0625 -1.5345  -0.2240
P2 4.0717 4.5511 -0.0083  0.4222
O6 3.0260 5.5199 0.3580  -0.2251
O7 5.5778 5.0174 0.2334  -0.2055
C5 5.8881 5.8959 1.3017  -0.1168
O8 4.0751 3.1353 0.7697  -0.2221
C6 4.5109 3.0377 2.1030  -0.1173
H10 5.3478 5.3289 -2.5200  0.0931
H11 3.6764 5.9110 -2.4744  0.0840
H12 4.1816 4.5414 -3.5399  0.0670
H13 6.3537 5.4031 2.1557  0.0844
H14 4.9979 6.3686 1.7317  0.0850
H15 6.4827 6.7359 0.9454  0.0915
H16 4.5185 3.9242 2.7376  0.0904
H17 5.5095 2.5912 2.1070  0.0986
H18 3.9114 2.3195 2.6666  0.0797
C7 0.5641 5.8613 -2.3937  -0.1116
O9 -0.3032 6.7976 -1.7731  -0.1888
P3 -1.8021 6.3069 -1.4696  0.3763
O10 -2.6090 7.3927 -0.8875  -0.2276
O11 -1.5189 5.0280 -0.5738  -0.2304
C8 -1.0187 5.2027 0.7367  -0.0972
O12 -2.3374 5.7438 -2.8576  -0.2180
C9 -3.5990 5.0686 -2.9043  -0.0818
H19 1.3868 5.6299 -1.7135  0.0632
H20 0.9498 6.3292 -3.3032  0.0979
H21 0.0904 4.9262 -2.7048  0.0657
H22 0.0680 5.0956 0.8128  0.0866
H23 -1.4418 4.4728 1.4286  0.0699
H24 -1.2324 6.2001 1.1297  0.0947
H25 -4.2715 5.5796 -3.5888  0.0945
H26 -4.0688 5.1788 -1.9185  0.0714
H27 -3.4044 4.0074 -3.0482  0.0767
C10 -0.3860 0.1384 -5.0786  -0.0896
O13 -0.7689 1.2981 -5.8223  -0.1993
P4 -1.0066 2.6974 -5.1021  0.4078
O14 -1.4083 2.5866 -3.6947  -0.2294
O15 0.3430 3.5122 -5.3278  -0.2278
C11 1.5470 2.9636 -4.8047  -0.0822
O16 -2.0203 3.4411 -6.1105  -0.1872
C12 -1.8857 4.8372 -6.3368  -0.1018
H28 -1.1226 -0.6618 -5.1192  0.0906
H29 -0.1227 0.3860 -4.0512  0.0537
H30 0.5148 -0.2694 -5.5421  0.0877
H31 2.2392 3.7680 -4.5641  0.0762
H32 1.9944 2.2508 -5.4950  0.0940
H33 1.3902 2.4662 -3.8404  0.0788
H34 -2.6961 5.3932 -5.8574  0.0808
H35 -2.0949 5.0565 -7.3876  0.0902
H36 -0.9164 5.2539 -6.0831  0.0838
C13 2.2002 -4.5987 1.3378  -0.0859
O17 0.8066 -4.3192 1.3748  -0.2179
P5 -0.1352 -5.1725 0.4008  0.4074
O18 -1.4842 -4.6083 0.4036  -0.2219
O19 0.6541 -5.2479 -0.9961  -0.1981
C14 0.6257 -4.0741 -1.8041  -0.0765
O20 0.0181 -6.6601 0.9683  -0.1989
C15 -0.5267 -7.7808 0.3097  -0.1038
H37 2.5349 -5.6209 1.1616  0.1001
H38 2.6866 -4.2879 2.2644  0.0948
H39 2.6686 -3.9810 0.5663  0.0651
H40 1.5786 -3.5656 -1.6295  0.0771
H41 -0.1025 -3.2972 -1.5536  0.0686
H42 0.4934 -4.3681 -2.8420  0.0996
H43 0.1592 -8.6244 0.3881  0.0922
H44 -0.8107 -7.6430 -0.7345  0.0901
H45 -1.4357 -8.1263 0.8124  0.0925
C16 -7.0302 -2.7316 0.1468  -0.0895
O21 -6.8054 -2.4296 -1.2445  -0.1982
P6 -5.6926 -3.2322 -2.0471  0.3869
O22 -5.7311 -3.0984 -3.5029  -0.2276
O23 -4.3689 -2.6492 -1.3508  -0.2253
C17 -3.0687 -2.9567 -1.8713  -0.0889
O24 -5.9175 -4.7478 -1.5379  -0.2250
C18 -5.3107 -5.8216 -2.2614  -0.0923
H46 -6.3802 -3.4951 0.5724  0.0722
H47 -8.0402 -3.1262 0.2438  0.0943
H48 -6.9036 -1.7927 0.6778  0.0827
H49 -3.1610 -3.6427 -2.7164  0.0867
H50 -2.5313 -3.5308 -1.1120  0.0454
H51 -2.5423 -2.0364 -2.1092  0.0855
H52 -4.2911 -5.9275 -1.8812  0.0847
H53 -5.2775 -5.5340 -3.3157  0.0811
H54 -5.8407 -6.7661 -2.1780  0.0869
C19 -7.1990 -5.1181 5.2125  -0.0881
O25 -6.0463 -4.9589 4.3843  -0.2065
P7 -5.4593 -3.4952 4.0944  0.4117
O26 -4.7203 -2.8260 5.1698  -0.2242
O27 -4.5957 -3.8210 2.7904  -0.2040
C20 -3.8927 -2.7608 2.1536  -0.0985
O28 -6.6968 -2.6696 3.4409  -0.2372
C21 -7.1239 -1.4705 4.1251  -0.0813
H55 -7.5352 -6.1460 5.1323  0.0903
H56 -7.9888 -4.5019 4.7658  0.0804
H57 -7.0596 -4.7590 6.2307  0.0931
H58 -4.3278 -2.6500 1.1550  0.0677
H59 -2.8482 -2.9149 1.8732  0.0661
H60 -3.9781 -1.8095 2.6789  0.0779
H61 -6.7168 -0.6386 3.5520  0.0672
H62 -6.8750 -1.4285 5.1815  0.0853
H63 -8.2091 -1.4499 4.0222  0.0876
C22 1.9121 2.9461 7.8577  -0.0892
O29 1.8350 2.5377 6.4836  -0.2199
P8 0.4959 2.8029 5.6527  0.3754
O30 -0.7404 2.5599 6.3927  -0.2256
O31 0.7062 4.2820 5.0350  -0.2260
C23 0.3101 5.4171 5.8185  -0.0950
O32 0.7233 1.9116 4.3687  -0.2095
C24 -0.2734 1.2712 3.5793  -0.0846
H64 2.5240 3.8516 7.8687  0.0867
H65 2.4454 2.1790 8.4108  0.0880
H66 0.9344 3.1894 8.2684  0.0818
H67 -0.1519 5.0994 6.7546  0.0788
H68 -0.4551 5.9614 5.2647  0.0883
H69 1.1939 6.0369 5.9570  0.0883
H70 -0.3206 1.7451 2.6015  0.0806
H71 -1.2579 1.2082 4.0419  0.0837
H72 0.1255 0.2538 3.5335  0.0753
C25 8.7364 1.8731 -4.8047  -0.0736
O33 7.4514 2.5231 -4.9122  -0.1928
P9 6.1411 1.8325 -4.3680  0.4083
O34 4.8849 2.3940 -4.8888  -0.2279
O35 6.3172 0.2502 -4.6400  -0.2266
C26 5.2129 -0.6127 -4.9231  -0.0955
O36 6.2619 1.7688 -2.7589  -0.2135
C27 5.1791 1.1472 -2.0642  -0.0903
H73 8.7673 1.1959 -3.9535  0.0864
H74 9.4340 2.6759 -4.5732  0.0906
H75 9.0219 1.3907 -5.7335  0.0919
H76 5.2342 -1.0091 -5.9358  0.0882
H77 4.2205 -0.1981 -4.7415  0.0893
H78 5.3323 -1.4229 -4.2042  0.0682
H79 5.2198 1.3645 -1.0025  0.0800
H80 5.1783 0.0784 -2.2915  0.0729
H81 4.2163 1.4909 -2.4512  0.0849
C28 -0.8631 -0.8810 0.1954  -0.0864
O37 0.5271 -0.7182 0.4079  -0.2058
P10 1.5460 -0.1021 -0.6458  0.3777
O38 1.3346 -0.4703 -2.0561  -0.2283
O39 2.9885 -0.5570 -0.1075  -0.2294
C29 3.4588 -0.1117 1.1732  -0.0881
O40 1.5580 1.4500 -0.4062  -0.2113
C30 0.5651 2.3178 -0.9525  -0.0599
H82 -1.3023 -0.2492 -0.5771  0.0977
H83 -1.3775 -0.5695 1.1112  0.0740
H84 -1.1249 -1.9391 0.1222  0.0649
H85 4.5004 0.2163 1.1492  0.0824
H86 3.6021 -0.9802 1.8220  0.0914
H87 2.8328 0.6474 1.6285  0.0764
H88 0.1258 1.8234 -1.8223  0.0605
H89 1.0007 3.2179 -1.3840  0.0747
H90 -0.1850 2.5890 -0.2130  0.0878
O41 -1.9234 -5.2956 6.2019  -0.3252
S1 -0.7014 -4.6359 5.7864  0.6806
O42 0.5775 -5.2181 6.1103  -0.3313
C31 -0.7287 -4.2128 4.0350  -0.2408
C32 -0.2895 -2.7831 3.8396  -0.2114
C33 -0.9122 -2.0274 5.0452  -0.1876
C34 -0.7313 -2.9018 6.3173  -0.2015
H91 -1.7693 -4.3469 3.7256  0.1013
H92 -0.1779 -5.0084 3.5369  0.0906
H93 0.8041 -2.7387 3.8577  0.1155
H94 -0.5503 -2.4154 2.8487  0.0914
H95 -1.9882 -1.9400 4.8699  0.1036
H96 -0.5173 -1.0177 5.1089  0.0864
H97 -1.3824 -2.6638 7.1529  0.1042
H98 0.2749 -2.6435 6.6594  0.0971
O43 -3.8112 0.5448 1.2866  -0.3184
S2 -3.9378 1.9157 1.6912  0.7017
O44 -2.8461 2.5660 2.4029  -0.3437
C35 -4.2742 2.9059 0.1756  -0.2030
C36 -5.7557 3.2894 0.1856  -0.2059
C37 -6.4494 2.3832 1.1995  -0.2448
C38 -5.5973 2.2643 2.4457  -0.1874
H99 -3.9536 2.3360 -0.6948  0.1085
H100 -3.6524 3.7964 0.2444  0.0745
H101 -5.8215 4.3375 0.4812  0.1182
H102 -6.2322 3.2095 -0.7896  0.1177
H103 -6.6703 1.3944 0.7858  0.1149
H104 -7.4626 2.7361 1.4110  0.1190
H105 -5.8381 1.4766 3.1536  0.0848
H106 -5.5305 3.2295 2.9471  0.1101

no.,E (Ha)
1,-2882.4717
2,-9032.8400